Record 1
# C24H31N3O4S

The molecule C24H31N3O4S (the ωB97M-V functional and the def2-TZVPD basis, the OMol25 dataset).

Geometry as XYZ:
```
63
Properties=species:S:1:pos:R:3:forces:R:3:lowdin_charge:R:1
C 2.248069 3.602030 2.290184 -0.31 -0.26 -0.21 -0.0597
C 0.971125 2.920408 1.824135 0.06 0.29 0.32 -0.2496
H 0.526482 2.341673 2.644931 -0.02 0.04 -0.12 0.1268
H 0.242883 3.669104 1.485167 0.02 -0.13 0.03 0.1299
O 1.311942 2.058100 0.755649 0.02 -0.24 -0.27 -0.0659
C 0.318757 1.320227 0.164275 -0.02 -0.19 -0.22 -0.1903
C -1.017897 1.366316 0.516801 0.11 0.03 -0.15 0.0398
C -1.952172 0.574846 -0.145920 0.55 -0.19 -0.27 -0.1768
C -1.545959 -0.252878 -1.205223 -0.07 0.28 0.50 -0.1978
C -0.207238 -0.295265 -1.561209 -0.07 -0.09 -0.11 0.0721
C 0.728055 0.474397 -0.882423 -0.35 0.12 0.12 -0.1309
N 2.086351 0.469349 -1.193586 0.17 0.23 0.31 0.1553
C 2.739183 -0.180349 -2.198047 0.07 0.12 0.20 -0.4174
O 2.212436 -0.944640 -2.981847 -0.09 -0.13 -0.10 0.0859
C 4.209220 0.097073 -2.213127 0.33 -0.04 -0.16 -0.1036
C 5.050171 -1.009291 -2.292368 -0.08 0.01 0.01 -0.0169
C 6.422727 -0.856223 -2.302176 0.00 -0.06 0.01 -0.0777
C 6.965196 0.416792 -2.251924 0.02 0.04 0.00 -0.0784
C 6.132726 1.520075 -2.208930 0.05 -0.04 0.03 -0.0464
C 4.749017 1.386193 -2.190004 -0.05 -0.12 0.00 -0.2166
C 3.896382 2.622549 -2.182919 0.01 0.07 -0.03 -0.0350
H 4.411209 3.429365 -2.700778 0.00 0.05 -0.01 0.0828
H 2.941251 2.450505 -2.672854 -0.05 0.10 0.01 0.0863
H 3.704855 2.957809 -1.162352 -0.10 0.08 0.04 0.0791
H 6.562371 2.511856 -2.195796 0.03 0.10 -0.02 0.1112
H 8.036665 0.551739 -2.261066 0.09 0.01 -0.01 0.1030
H 7.065115 -1.722067 -2.355083 0.05 -0.08 0.00 0.1028
H 4.604409 -1.991372 -2.344116 -0.04 -0.09 -0.02 0.1190
H 2.632972 1.056763 -0.579027 0.05 -0.13 -0.14 0.1328
H 0.142284 -0.921290 -2.363202 -0.01 -0.04 -0.04 0.0972
O -2.539790 -0.967924 -1.807005 -0.03 0.20 0.21 -0.0565
C -2.218093 -1.755095 -2.940913 -0.05 -0.26 -0.35 -0.2468
C -3.511861 -2.367176 -3.453595 0.31 0.23 0.23 -0.0611
H -3.306312 -2.986672 -4.321413 0.00 -0.08 -0.10 0.0770
H -3.968533 -2.977951 -2.679313 -0.05 -0.09 0.04 0.0770
H -4.211159 -1.583752 -3.733318 -0.08 0.05 -0.06 0.0785
H -1.507271 -2.542983 -2.659862 -0.01 0.13 -0.02 0.1299
H -1.757354 -1.127259 -3.714115 0.02 -0.06 0.12 0.1312
N -3.314317 0.615554 0.151205 -0.12 -0.25 -0.09 0.0666
C -3.963525 1.000410 1.274503 -0.29 0.20 0.03 -0.9088
N -3.318201 1.026428 2.478377 0.03 0.05 0.00 -0.0061
H -3.939224 1.364807 3.205112 0.01 0.02 -0.26 0.1090
C -2.445427 -0.033931 2.940903 0.16 -0.55 0.26 -0.1360
H -1.868122 0.345793 3.787983 0.05 -0.03 -0.10 0.1299
H -1.752381 -0.322622 2.150332 0.01 -0.02 0.15 0.1140
C -3.230608 -1.275189 3.407130 -0.15 0.44 -0.15 -0.3100
C -3.898987 -2.040661 2.252917 0.04 -0.06 0.16 -0.1234
H -4.953222 -1.792594 2.153813 -0.01 0.06 -0.08 0.1155
C -3.656795 -3.500262 2.632096 0.20 0.12 0.17 -0.1481
H -3.635011 -4.166065 1.773132 -0.03 -0.06 -0.03 0.1114
C -2.304265 -3.396527 3.331675 -0.01 -0.34 -0.19 -0.1997
H -2.111567 -4.198944 4.045274 0.02 0.01 -0.08 0.1206
H -1.488024 -3.368398 2.594568 -0.06 -0.05 0.06 0.1225
O -2.346952 -2.180701 4.055285 0.08 0.19 0.09 -0.0994
H -4.415837 -3.844236 3.335139 -0.01 -0.06 0.00 0.1150
H -3.396176 -1.814369 1.311419 -0.02 0.03 -0.05 0.1088
H -3.976585 -0.958089 4.151187 0.06 -0.01 -0.11 0.1523
S -5.547442 1.467146 1.172153 -0.53 0.13 -0.02 0.6044
H -3.918418 0.430345 -0.640712 -0.03 0.09 0.25 0.1278
H -1.367521 2.020775 1.297074 0.01 0.07 0.10 0.1122
H 2.677996 4.185600 1.480259 0.05 0.08 -0.05 0.0743
H 2.973975 2.858141 2.608057 0.08 -0.04 0.06 0.0792
H 2.028423 4.262611 3.123489 0.00 0.08 0.09 0.0775
```
Forces are in eV/Å.

Computed properties:
total energy = -48887.41488 eV
Kohn-Sham gap = 8.07 eV
2S+1 = 1
relative energy (zero: lowest compared OMol25 entry of this formula, charge and spin) = 28.91 kcal per mole
total charge = 0
molar mass = 457.6 g/mol
highest occupied orbital energy = -7.5 eV



Record 2
# C62H47IMoN7O4Se

A structure of composition C62H47IMoN7O4Se in a non-equilibrium geometry (the ωB97M-V functional and the def2-TZVPD basis, the OMol25 dataset).

Geometry as XYZ:
```
123
Properties=species:S:1:pos:R:3:forces:R:3:lowdin_charge:R:1
Mo -0.248864 0.012260 -0.053266 0.91 -0.41 3.59 1.7922
O -0.729526 1.660661 -0.359278 -2.53 4.98 -1.56 -0.3380
C -0.538444 2.909630 -0.914062 0.75 1.17 -0.37 -0.4103
C 0.958122 3.233795 -0.722534 -0.53 0.05 0.17 -0.0438
C 1.918912 2.152943 -1.164974 0.11 0.16 -0.15 -0.2057
C 3.079738 2.612739 -1.770414 0.10 -0.22 -0.10 0.0124
C 4.099068 1.736935 -2.085692 -0.33 -0.13 0.17 -0.0052
C 3.943991 0.411329 -1.729035 -0.02 0.25 0.05 0.0114
C 2.776128 -0.007335 -1.110171 0.34 0.03 0.02 -0.2263
C 2.721208 -1.441440 -0.653166 -0.31 -0.39 0.10 -0.0257
C 1.462350 -2.156547 -1.198250 1.65 -0.19 -0.50 -0.4039
O 0.420273 -1.502641 -0.560487 0.97 -5.15 -2.36 -0.3902
C 1.511204 -1.981250 -2.727878 -0.32 -0.01 0.10 -0.1443
C 2.049421 -2.997520 -3.511396 0.00 0.05 0.05 -0.0039
C 2.208675 -2.828885 -4.875715 0.03 0.01 -0.05 -0.0571
C 1.852218 -1.636351 -5.479619 0.04 -0.02 -0.05 -0.0716
C 1.310282 -0.620802 -4.712734 -0.11 0.08 0.02 -0.0560
C 1.129623 -0.795206 -3.350751 -0.01 -0.01 0.02 -0.0734
C 1.343031 -3.644476 -0.882020 -0.37 0.22 0.19 -0.1822
C 0.101788 -4.206672 -1.163414 0.14 -0.06 0.01 -0.1014
C -0.161794 -5.531679 -0.874796 -0.03 0.07 -0.15 -0.0938
C 0.830558 -6.327440 -0.328773 0.09 -0.03 -0.07 -0.0846
C 2.078809 -5.783251 -0.079229 0.12 -0.13 -0.13 -0.0779
C 2.338148 -4.447475 -0.346682 -0.05 0.16 -0.02 -0.0218
N 1.744342 0.839563 -0.887865 0.19 -0.07 0.02 0.0602
C -1.480958 3.896658 -0.219603 0.17 -0.20 0.16 -0.1367
C -2.813357 3.517920 -0.083611 0.02 0.01 0.00 -0.0180
C -3.741387 4.393565 0.450161 0.00 -0.14 -0.08 -0.0674
C -3.346577 5.660993 0.847068 0.01 0.09 0.12 -0.0816
C -2.018030 6.031186 0.740230 -0.07 0.13 -0.02 -0.0747
C -1.085170 5.153776 0.212437 -0.03 -0.20 -0.11 -0.0378
C -0.839424 3.015693 -2.414932 0.03 -0.29 0.11 -0.1303
C -0.619463 4.240929 -3.042407 -0.04 -0.09 -0.06 -0.0192
C -0.785022 4.369347 -4.407357 0.03 0.06 0.07 -0.0588
C -1.181395 3.281283 -5.167574 -0.04 -0.08 -0.09 -0.0776
C -1.456638 2.078408 -4.544538 -0.03 0.03 -0.10 -0.0741
C -1.292566 1.949876 -3.173382 0.00 -0.02 0.23 -0.0283
H 1.122603 3.450136 0.340563 0.07 -0.05 -0.07 0.1297
H 1.207882 4.132420 -1.285369 0.05 -0.03 0.17 0.1131
H 3.180482 3.662295 -1.982986 -0.02 0.18 -0.01 0.1224
H 4.994079 2.088165 -2.567354 0.20 0.04 -0.11 0.1187
H 4.729294 -0.301359 -1.914740 0.08 -0.14 0.00 0.1227
H 2.666562 -1.475062 0.442530 0.11 -0.02 -0.20 0.1132
H 3.628558 -1.946539 -0.984194 -0.02 0.04 0.02 0.1300
H 2.338482 -3.932307 -3.055605 0.02 -0.07 0.01 0.1197
H 2.608909 -3.635734 -5.468328 0.09 -0.10 -0.07 0.1088
H 1.993008 -1.503279 -6.539945 0.00 0.03 -0.15 0.1065
H 1.018147 0.312767 -5.169623 -0.06 0.11 -0.05 0.1033
H 0.665406 0.003496 -2.781807 0.10 -0.05 -0.15 0.0829
H -0.674567 -3.583098 -1.586066 -0.04 -0.01 0.02 0.0975
H -1.148077 -5.924160 -1.070107 -0.07 -0.14 -0.02 0.1090
H 0.633752 -7.364748 -0.099454 0.00 -0.07 0.01 0.1124
H 2.859544 -6.402323 0.334104 0.09 -0.05 0.06 0.1107
H 3.318322 -4.050072 -0.134555 0.13 0.11 0.08 0.1180
H -3.123090 2.534210 -0.418062 0.00 0.01 -0.03 0.1114
H -4.776025 4.096067 0.532999 -0.12 -0.03 0.02 0.1043
H -4.073814 6.357909 1.234437 -0.07 0.07 0.06 0.1049
H -1.702905 7.015714 1.051780 0.02 0.08 0.06 0.1112
H -0.057018 5.469331 0.139632 0.16 0.01 0.01 0.1172
H -0.340665 5.108955 -2.463219 0.07 0.06 0.06 0.1170
H -0.604565 5.323294 -4.877682 0.02 0.10 -0.07 0.1094
H -1.286231 3.381330 -6.236099 -0.06 0.00 -0.13 0.1058
H -1.805078 1.236320 -5.123586 -0.03 -0.12 -0.07 0.1052
H -1.542025 1.018236 -2.689484 0.10 0.03 -0.02 0.0735
I -1.388983 -3.351095 1.733581 0.26 -0.38 0.55 1.0796
C 0.475724 -4.083814 2.541244 -0.76 -0.17 -0.23 -0.4895
C 0.456160 -5.448068 2.693217 -0.34 0.39 0.01 -0.1860
C 1.579476 -6.153636 3.135864 0.32 0.03 0.12 -0.0767
C 2.738315 -5.477619 3.361434 -0.30 -0.26 -0.04 -0.0315
C 2.796495 -4.080813 3.186948 -0.05 0.13 0.00 -0.1590
C 4.045726 -3.461276 3.386569 0.12 0.24 -0.11 -0.0264
C 4.200943 -2.117515 3.220918 0.00 -0.21 0.04 -0.0436
C 3.070052 -1.344151 2.958880 -0.34 -0.22 -0.04 -0.0254
C 1.813912 -1.894314 2.801622 0.03 0.10 -0.13 -0.1288
C 1.637976 -3.311868 2.822001 0.48 0.01 0.16 -0.1247
H -0.438909 -6.005290 2.461405 -0.09 0.05 -0.03 0.0848
H 1.522545 -7.223187 3.257678 -0.02 -0.14 0.04 0.1140
H 3.634261 -5.994489 3.676804 0.04 -0.03 -0.01 0.1191
H 4.879685 -4.085433 3.667269 0.13 -0.08 0.01 0.1150
H 5.159559 -1.641572 3.342781 0.17 0.03 0.04 0.1110
H 3.178004 -0.269750 2.918457 -0.02 0.07 0.03 0.1205
Se -8.076080 -0.242029 -0.357477 0.49 0.01 0.05 1.1805
N -6.891221 0.242127 0.854971 0.50 0.24 0.69 -0.2313
C -5.679398 -0.026472 0.408455 -1.31 -0.08 -0.29 -0.3264
C -4.469370 0.231062 1.136973 1.26 -0.23 -0.35 -0.0820
C -4.448396 0.805439 2.392089 0.91 0.27 0.50 0.0375
C -3.206840 1.089110 2.967737 -1.11 -0.13 -0.31 0.0043
C -2.051992 0.753250 2.301401 0.60 -0.07 -0.06 -0.0866
N -2.021768 0.122744 1.116796 -1.86 -0.22 0.11 -0.0312
C -3.236044 -0.097319 0.502294 0.07 1.02 2.33 -0.1556
C -3.197036 -0.622381 -0.795373 0.05 -0.96 -2.62 -0.1353
N -1.961138 -0.812913 -1.358003 -1.29 0.19 0.38 0.0245
C -1.916315 -1.417948 -2.546767 0.40 0.07 0.02 -0.1199
C -3.027403 -1.761528 -3.291946 -0.84 0.10 0.28 0.0032
C -4.294469 -1.471069 -2.786139 0.77 -0.24 -0.37 0.0385
C -4.388665 -0.923177 -1.521120 1.24 0.19 0.43 -0.0726
C -5.639486 -0.608580 -0.898473 -1.39 0.13 0.20 -0.3283
N -6.819171 -0.797275 -1.458639 0.58 -0.31 -0.59 -0.2328
H -5.369926 1.054838 2.890041 -0.17 0.03 0.04 0.1249
H -3.148663 1.589321 3.920091 0.08 0.00 0.11 0.1182
H -1.099206 1.018896 2.741876 0.02 -0.11 -0.10 0.1026
H -0.930098 -1.601048 -2.951237 -0.07 0.00 0.07 0.0947
H -2.902949 -2.230537 -4.255880 0.04 0.00 -0.04 0.1207
H -5.195077 -1.669485 -3.344462 -0.10 -0.06 -0.07 0.1252
O -0.368753 4.648242 3.288182 0.01 0.09 -0.18 -0.0420
C 0.261571 4.120109 4.444988 -0.10 -0.19 0.25 -0.2587
N 1.667162 4.016656 4.195106 -0.11 0.46 0.30 0.0918
C 2.209113 3.107204 3.315722 0.05 -0.32 -0.11 -0.4615
O 3.168510 3.398056 2.623107 0.09 0.21 -0.14 0.0669
C 1.581676 1.777866 3.255580 0.08 -0.12 -0.87 -0.1601
C 1.096097 1.016785 4.376637 -0.22 -0.29 -0.01 -0.0594
C 0.685366 -0.234694 4.158333 -0.26 0.41 0.00 -0.0305
C 0.689013 -0.862405 2.782006 -0.18 -0.54 0.16 -0.3375
N 0.857948 0.086872 1.675855 -0.18 0.28 0.27 -0.1236
C 1.478104 1.235405 2.002800 0.47 1.03 0.49 -0.1281
H -1.292764 4.841515 3.477355 -0.05 0.02 -0.01 0.0842
H -0.163163 3.134585 4.675920 0.19 0.19 0.01 0.1061
H 0.112690 4.784568 5.307666 0.04 -0.13 -0.16 0.1319
H 2.127154 4.918138 4.122930 0.04 -0.15 0.02 0.1478
H 1.122095 1.439522 5.368457 -0.01 -0.01 0.17 0.1176
H 0.344091 -0.867662 4.959770 -0.06 -0.14 0.18 0.1204
H -0.272008 -1.353985 2.656644 0.15 0.03 0.03 -0.0201
H 1.935623 1.789605 1.196989 -0.17 0.10 0.09 0.0965
```
Forces are in eV/Å.

Computed properties:
total energy = -158976.67514 eV
Kohn-Sham gap (spin up / spin down) = 5.29 / 5.72 eV
2S+1 = 3
relative energy (zero: lowest compared OMol25 entry of this formula, charge and spin) = 36.09 kcal per mole
total charge = +1
expectation value of S² = 2.0142
molar mass = 1255.9 g/mol
highest occupied orbital energy (spin up / spin down) = -8.8 / -9.3 eV



Record 3
# C3H4O5

The molecule C3H4O5 in a non-equilibrium geometry (the ωB97M-V functional and the def2-TZVPD basis, the OMol25 dataset).

Geometry as XYZ:
```
12
Properties=species:S:1:pos:R:3:forces:R:3:lowdin_charge:R:1
C -0.035648 -0.319068 0.432459 1.72 0.23 1.33 -0.2389
C 1.278799 0.334020 0.018823 -2.45 -0.29 -1.09 -0.5437
C -1.285630 0.381554 -0.119058 -2.06 -1.78 0.11 -0.3940
H -1.128810 -1.573665 -0.087584 1.27 -1.59 -0.28 0.1232
H 0.093690 -0.355061 1.518033 -0.89 1.09 0.42 0.1816
H 1.657748 -1.300620 -0.603185 0.55 0.35 -0.56 0.1449
H -0.399653 2.101325 -0.092248 -1.46 -1.12 -0.12 0.1639
O -0.107549 -1.655665 0.102476 -2.15 -0.19 -1.01 -0.0278
O 2.062325 -0.394529 -0.676023 1.12 -2.80 -0.41 0.2013
O 1.434863 1.497041 0.141091 0.33 3.05 0.92 0.1357
O -1.323827 1.677839 -0.256823 1.38 0.69 0.13 0.1651
O -2.246313 -0.393168 -0.377957 2.65 2.34 0.57 0.0886
```
Forces are in eV/Å.

Computed properties:
total energy = -13413.18005 eV
Kohn-Sham gap = 11.41 eV
2S+1 = 1
relative energy (zero: lowest compared OMol25 entry of this formula, charge and spin) = 15.30 kcal per mole
total charge = 0
molar mass = 120.1 g/mol
highest occupied orbital energy = -11.0 eV



Record 4
# C4H4N2S2

The molecule C4H4N2S2 in a non-equilibrium geometry (the ωB97M-V functional and the def2-TZVPD basis, the OMol25 dataset).

Geometry as XYZ:
```
12
Properties=species:S:1:pos:R:3:forces:R:3:lowdin_charge:R:1
C -1.352096 -0.596215 -0.958236 2.32 3.07 3.26 -0.0549
C -1.365303 -1.535469 -0.057345 2.24 3.13 1.80 -0.3975
C 1.918629 0.936050 -0.230362 1.62 -0.30 -0.56 -0.4867
C 0.120591 0.455647 0.965742 0.82 -0.71 0.90 -0.6914
N 1.565111 0.506415 0.883521 -0.70 -0.95 0.64 -0.0248
N -0.479171 0.857617 -0.271264 -3.50 -3.09 -2.04 -0.3853
S -0.550407 -1.206282 1.548831 -0.29 0.49 -1.68 0.8891
S 0.685771 1.245343 -1.442455 0.88 0.52 0.35 0.9021
H -1.820240 -0.344530 -1.850457 -0.50 0.10 -1.41 0.0603
H -1.740393 -2.463478 -0.099338 -1.57 -3.16 -0.46 0.0151
H 2.996561 1.014212 -0.286553 0.06 0.46 -1.14 0.0829
H 0.020949 1.130691 1.797916 -1.37 0.45 0.35 0.0911
```
Forces are in eV/Å.

Computed properties:
total energy = -28860.02711 eV
Kohn-Sham gap = 8.99 eV
2S+1 = 1
relative energy (zero: lowest compared OMol25 entry of this formula, charge and spin) = 80.99 kcal per mole
total charge = 0
molar mass = 144.2 g/mol
highest occupied orbital energy = -8.3 eV



Record 5
# C4H5N2P

A cluster of 2 separate species, C4H5N2P in total in a non-equilibrium geometry (the ωB97M-V functional and the def2-TZVPD basis, the OMol25 dataset).

Geometry as XYZ:
```
12
Properties=species:S:1:pos:R:3:forces:R:3:lowdin_charge:R:1
C -0.667023 -1.355654 -0.554398 -0.08 0.77 0.07 -0.1814
C -1.235101 0.574745 -1.509324 0.82 -1.35 -0.39 -0.1909
C -0.052347 -0.286107 -0.026227 2.57 -0.14 4.59 -0.2873
C 2.007875 1.026564 2.297003 -0.56 0.38 -1.79 -0.5247
N -0.389612 0.891805 -0.551533 -0.04 -0.28 -0.23 0.0322
N -1.407291 -0.809731 -1.573772 -0.56 -0.62 -0.38 0.0303
P 1.497051 -0.548328 2.174924 -1.12 0.69 -1.85 0.7773
H -0.785990 -2.329906 -0.139464 0.10 -0.53 -0.34 0.0932
H -1.420307 1.286553 -2.271027 -0.93 0.14 -0.68 0.1003
H 2.844346 1.484951 2.917547 -1.51 -0.63 -0.83 0.0052
H 1.450460 1.575410 1.429190 1.46 -0.10 1.85 -0.0112
H -1.842059 -1.510302 -2.192920 -0.15 1.66 0.00 0.1570
```
Forces are in eV/Å.

Computed properties:
total energy = -16493.48309 eV
Kohn-Sham gap (spin up / spin down) = 8.30 / 8.30 eV
2S+1 = 1
relative energy (zero: lowest compared OMol25 entry of this formula, charge and spin) = 79.87 kcal per mole
total charge = 0
molar mass = 112.1 g/mol
highest occupied orbital energy (spin up / spin down) = -8.3 / -8.3 eV